(1)
{"formula": "C4H7Cl", "method": "the ωB97M-V functional and the def2-TZVPD basis", "elements": ["Cl", "C", "C", "C", "C", "H", "H", "H", "H", "H", "H", "H"], "positions_angstrom": [[2.22, -0.69, 0.01], [1.20, 0.86, -0.01], [-0.25, 0.47, -0.22], [-0.81, -0.85, -0.65], [-0.74, -0.64, 0.82], [1.55, 1.40, -1.05], [1.36, 1.67, 0.69], [-0.70, 1.37, -0.07], [-2.01, -0.82, -0.88], [-0.30, -1.64, -1.12], [0.12, -1.07, 1.32], [-1.64, -0.07, 1.16]], "lowdin_charge": [0.523, -0.496, -0.368, -0.169, -0.149, 0.114, 0.074, 0.086, 0.153, 0.066, 0.055, 0.111], "charge": 0, "energy_ev": -16781.244, "smiles": "ClCC1CC1"}

=====

(2)
{"formula": "C3H5NO", "method": "the ωB97M-V functional and the def2-TZVPD basis", "elements": ["O", "C", "C", "N", "C", "H", "H", "H", "H", "H"], "positions_angstrom": [[-0.41, 2.12, -0.33], [-0.11, 0.96, -0.27], [-0.79, -0.37, -0.63], [0.02, -1.02, 0.44], [0.97, 0.12, 0.45], [-1.88, -0.47, -0.55], [-0.47, -0.73, -1.61], [-0.52, -0.94, 1.30], [1.37, 0.41, 1.42], [1.81, -0.09, -0.23]], "lowdin_charge": [0.104, -0.362, -0.125, -0.053, -0.122, 0.116, 0.115, 0.097, 0.116, 0.114], "charge": 0, "energy_ev": -6728.170, "smiles": "O=C1CNC1"}

=====

(3)
{"formula": "C16H17NO2S2Si", "method": "the ωB97M-V functional and the def2-TZVPD basis", "elements": ["C", "O", "C", "C", "C", "C", "C", "C", "S", "C", "S", "N", "C", "O", "C", "C", "C", "C", "Si", "C", "C", "C", "H", "H", "H", "H", "H", "H", "H", "H", "H", "H", "H", "H", "H", "H", "H", "H", "H"], "positions_angstrom": [[-5.02, -0.36, 0.34], [-3.64, -0.65, 0.37], [-2.77, 0.45, 0.45], [-3.19, 1.76, 0.67], [-2.28, 2.81, 0.80], [-0.94, 2.55, 0.57], [0.02, 3.65, 0.68], [1.36, 3.50, 0.55], [2.29, 2.09, 0.13], [3.82, 2.90, 0.09], [5.13, 2.10, -0.46], [3.62, 4.18, 0.50], [2.28, 4.59, 0.76], [1.96, 5.73, 1.12], [-0.51, 1.26, 0.31], [-1.38, 0.22, 0.33], [-0.85, -1.08, 0.10], [-0.20, -2.09, -0.02], [0.99, -3.32, -0.53], [1.48, -4.60, 0.72], [0.35, -4.25, -2.07], [2.41, -2.37, -1.30], [-5.54, -1.32, 0.31], [-5.37, 0.20, 1.20], [-5.30, 0.15, -0.58], [-4.23, 2.00, 0.64], [-2.60, 3.80, 1.06], [-0.35, 4.58, 1.03], [4.35, 4.86, 0.62], [0.52, 1.03, 0.15], [0.91, -4.54, 1.65], [1.41, -5.59, 0.25], [2.49, -4.36, 1.04], [0.86, -3.96, -3.00], [0.51, -5.31, -1.98], [-0.69, -4.12, -2.26], [2.13, -1.73, -2.13], [2.79, -1.71, -0.49], [3.19, -3.05, -1.61]], "lowdin_charge": [-0.100, -0.069, -0.162, -0.001, -0.005, -0.202, 0.016, -0.401, 1.043, -1.161, 0.632, 0.054, -0.441, 0.082, -0.009, -0.158, -0.014, -0.034, 0.453, -0.175, -0.178, -0.189, 0.097, 0.090, 0.096, 0.102, 0.117, 0.118, 0.157, 0.005, 0.033, 0.030, 0.027, 0.033, 0.007, 0.012, 0.038, 0.030, 0.026], "charge": 0, "energy_ev": -51999.855, "smiles": "COc1ccc(/C=C2\\SC(=S)NC2=O)cc1C#C[Si](C)(C)C"}